Record 1
{"formula": "C22H27BCl4N2O5P", "method": "wB97M-V/def2-TZVPD", "charge": 1, "gap_ev": 6.380, "e_tot_ha": -3546.49600, "elements": ["C", "C", "O", "P", "O", "C", "C", "C", "N", "Cl", "C", "C", "C", "C", "C", "C", "C", "C", "Cl", "N", "B", "O", "O", "C", "O", "C", "C", "H", "H", "H", "H", "H", "H", "H", "H", "H", "H", "H", "H", "H", "H", "H", "H", "H", "H", "H", "H", "H", "H", "H", "Cl", "C", "C", "Cl", "C", "C", "C", "C", "H", "H", "H", "H"], "positions_angstrom": [[-0.83784, 3.32454, -2.65415], [0.43938, 2.74436, -3.50830], [1.73180, 2.79834, -2.80513], [1.93792, 1.45472, -1.70740], [0.91351, 1.66371, -0.52214], [1.59142, -0.27058, -2.54276], [-0.00285, -0.62049, -2.38868], [-0.36063, -1.75861, -1.26395], [0.31186, -2.16888, 0.02745], [1.77360, -1.51307, 0.67096], [-0.37743, -3.25958, 0.81699], [0.19143, -3.80203, 2.25553], [0.98805, -5.20867, 2.52851], [1.50986, -5.50621, 4.08210], [1.28400, -4.50147, 5.35781], [0.46113, -3.10809, 5.08924], [-0.05503, -2.79370, 3.56466], [-1.68847, -3.65748, -0.08323], [-2.93706, -4.96730, 0.31652], [-1.58958, -2.69141, -1.27665], [-2.65930, -2.66297, -2.39478], [-3.23696, -3.94699, -2.85087], [-3.11844, -1.41522, -3.05003], [-2.89908, -1.45980, -4.51463], [3.61506, 1.42239, -1.23981], [3.79896, 1.59667, 0.20930], [5.27472, 0.89362, 0.56339], [-1.20503, 2.48669, -1.89628], [-0.60765, 4.27880, -2.01117], [-1.74991, 3.49442, -3.40103], [0.55050, 3.45789, -4.45800], [0.17855, 1.67855, -3.95996], [2.31931, -1.09816, -2.12357], [1.91426, -0.11358, -3.68118], [-0.35504, -1.03861, -3.44947], [-0.61659, 0.38866, -2.24530], [1.16852, -5.96363, 1.62757], [2.07847, -6.53612, 4.27239], [1.66549, -4.70175, 6.44843], [0.22965, -2.28839, 5.92496], [-0.63872, -1.78551, 3.38483], [-2.55983, -4.36945, -3.46711], [-3.80541, -1.88176, -5.12610], [-1.92612, -2.13180, -4.67100], [-2.57104, -0.36903, -4.86993], [3.02135, 1.02982, 0.88005], [3.86092, 2.71815, 0.56017], [5.14091, -0.24644, 0.23559], [6.15560, 1.34749, -0.06211], [5.46954, 0.86786, 1.72555], [0.36993, 5.83419, 1.26892], [-0.96419, 4.90780, 1.85815], [-1.88975, 5.42178, 2.77393], [-1.78991, 7.03350, 3.38826], [-2.94429, 4.61890, 3.22072], [-3.07762, 3.30960, 2.75435], [-2.15881, 2.79963, 1.83818], [-1.10354, 3.59694, 1.39114], [-3.66703, 5.00862, 3.93383], [-3.89822, 2.68842, 3.10575], [-2.26337, 1.78087, 1.47199], [-0.39091, 3.18985, 0.67748]], "atomic_forces_ev_per_a": [[-0.5090, -1.2110, 0.3143], [-1.6042, 1.3179, -1.4885], [-0.1765, -3.5198, 1.1478], [-1.4703, 1.9001, 3.0620], [3.3316, -1.1323, -3.6166], [0.8269, 0.2934, -0.8770], [-0.2139, -0.2061, -0.9627], [-1.6029, -3.1717, 3.7516], [-3.1510, -0.8566, -2.0735], [-1.1174, -0.3390, -0.7482], [-2.6078, -0.6366, -2.5217], [0.9379, -0.2677, 3.3724], [-0.9246, 3.0349, 2.7319], [-1.3883, 2.3233, -0.3783], [-1.8860, 1.5414, -4.2298], [0.6274, -2.4155, -3.6781], [1.5386, -2.5074, 0.7065], [5.1308, 2.9350, 1.4401], [2.4391, 2.8518, -1.0850], [1.7563, 0.5024, 1.5036], [-2.0516, 0.0585, -2.3113], [2.9880, 2.4648, 0.0205], [1.9828, -2.9782, 1.0172], [1.4210, 0.0172, -0.7946], [-3.7945, 0.3766, -0.0997], [2.2051, -0.2462, 2.4619], [-1.1002, -1.0750, -0.5896], [0.8005, 1.8314, -1.4400], [-0.2831, -1.8477, -1.5499], [2.1330, -0.1529, 1.5407], [0.0733, -1.6155, 2.1486], [0.6945, 2.0095, 1.0835], [-1.5481, 1.8664, -0.6618], [-1.0305, -0.5678, 2.3492], [0.6534, 0.5879, 2.5403], [1.1786, -2.4313, 0.2771], [-0.3547, 1.7680, 2.3609], [-1.4087, 2.5841, -0.5165], [-0.7408, 0.1361, -2.5614], [0.6375, -2.1865, -2.0324], [1.3108, -2.2893, 0.3388], [-1.3165, 0.3823, 1.2322], [1.7593, 0.8917, 1.4061], [-2.1610, 1.2485, -0.2224], [-1.0811, -2.3915, 0.8556], [1.1713, 1.2541, -1.6700], [-0.4665, -2.1328, -1.1332], [0.4950, 2.3941, 0.6368], [-1.7908, -0.7532, 1.4233], [-0.3516, 0.4060, -2.4343], [-0.0687, 0.1328, 0.0810], [-0.3174, -0.4495, 0.0458], [-0.2150, -0.3413, 0.0109], [0.1588, -0.0420, -0.1260], [0.0815, -0.4062, -0.2324], [0.1868, 0.2306, -0.0359], [0.1038, 0.3684, 0.0878], [-0.3028, -0.1184, 0.1470], [0.2405, 0.0598, -0.1598], [0.1273, 0.1704, -0.0355], [0.0678, 0.1829, 0.0240], [-0.0237, 0.1665, 0.1467]], "mulliken_charge": [-0.670, -0.106, -0.450, 0.812, -0.485, -0.847, 0.528, -0.412, 0.108, 0.100, 0.113, 0.160, -0.359, -0.358, -0.336, -0.387, -0.138, -0.138, -0.051, 0.599, 0.231, -0.474, -0.349, -0.561, -0.385, -0.021, -0.949, 0.082, 0.249, 0.322, 0.334, 0.102, 0.469, 0.389, -0.003, 0.028, 0.315, 0.286, 0.320, 0.301, 0.297, 0.342, 0.254, 0.251, 0.229, 0.081, 0.283, 0.224, 0.283, 0.325, -0.195, -0.172, 0.525, -0.188, -0.533, -0.412, -0.737, 0.020, 0.387, 0.360, 0.424, 0.582]}


Record 2
{"formula": "C22H27BCuN6O2S", "method": "wB97M-V/def2-TZVPD", "multiplicity": 2, "charge": 0, "gap_ev": [8.320, 6.495], "e_tot_ha": -3397.22735, "s_squared": 0.75, "elements": ["Cu", "C", "C", "C", "C", "C", "N", "N", "B", "N", "N", "C", "C", "C", "C", "C", "N", "N", "C", "C", "C", "C", "C", "H", "H", "H", "H", "H", "H", "H", "H", "H", "H", "H", "H", "H", "H", "H", "H", "H", "H", "H", "H", "H", "H", "O", "C", "O", "C", "C", "C", "C", "S", "C", "C", "H", "H", "H", "H", "H"], "positions_angstrom": [[0.30035, 0.33876, -0.06000], [0.77530, -1.38505, -3.17142], [-0.34256, -1.75849, -2.25017], [-1.30494, -2.76929, -2.36712], [-2.08712, -2.67675, -1.22998], [-3.26599, -3.49732, -0.81513], [-1.60885, -1.66272, -0.49020], [-0.53861, -1.10249, -1.11401], [-2.06269, -1.09180, 0.88684], [-2.41307, 0.40915, 0.67325], [-1.52714, 1.23224, 0.03337], [-2.13862, 2.38951, -0.17514], [-1.43559, 3.52239, -0.84963], [-3.45111, 2.31915, 0.32298], [-3.58480, 1.05099, 0.85083], [-4.76599, 0.43167, 1.52568], [-0.88433, -1.27010, 1.88373], [0.38772, -0.91134, 1.51750], [1.20830, -1.32813, 2.47422], [2.68625, -1.12298, 2.40422], [0.46136, -1.97542, 3.47432], [-0.85270, -1.91789, 3.06290], [-2.07685, -2.42488, 3.75228], [0.77500, -2.02498, -4.05196], [1.74086, -1.48973, -2.67153], [0.68052, -0.34816, -3.49976], [-1.41358, -3.47788, -3.17387], [-3.46813, -4.25453, -1.57027], [-4.15671, -2.87799, -0.69811], [-3.08414, -3.99695, 0.13784], [-3.02628, -1.68126, 1.29075], [-0.41090, 3.24117, -1.08848], [-1.40489, 4.40479, -0.20810], [-1.95235, 3.79870, -1.77162], [-4.19861, 3.09953, 0.31192], [-5.62035, 1.10012, 1.44549], [-4.56801, 0.25240, 2.58422], [-5.03115, -0.52478, 1.07306], [2.96673, -0.66271, 1.46035], [3.20443, -2.07956, 2.50787], [3.02384, -0.46900, 3.21128], [0.83546, -2.42243, 4.38391], [-1.78428, -3.02660, 4.60960], [-2.69048, -3.03800, 3.09033], [-2.69767, -1.59974, 4.10860], [1.77557, 4.39846, 6.80494], [0.76211, 4.26931, 5.91547], [-0.32898, 4.66055, 6.21794], [1.07672, 3.63515, 4.59604], [0.01883, 3.43218, 3.71497], [0.22735, 2.86883, 2.46874], [1.51129, 2.49304, 2.05896], [1.87975, 1.84960, 0.45785], [2.56732, 2.67884, 2.95507], [2.35122, 3.24608, 4.20048], [2.59057, 4.03908, 6.44224], [-0.97315, 3.73603, 4.02814], [-0.61102, 2.70947, 1.80040], [3.56455, 2.37681, 2.65738], [3.21467, 3.37387, 4.84799]], "atomic_forces_ev_per_a": [[0.4574, 0.2484, -0.0293], [-0.0412, -0.0121, 0.0647], [0.0741, -0.0056, -0.0429], [0.0895, -0.0472, -0.1605], [-0.0570, 0.0424, 0.0661], [0.0679, 0.0678, 0.0121], [0.0433, 0.0957, 0.1345], [-0.3176, -0.3000, -0.0128], [0.0086, 0.0284, 0.0094], [0.0995, -0.1609, -0.1577], [-0.4485, -0.0085, 0.2725], [-0.0698, 0.0458, -0.0565], [-0.0742, -0.0255, -0.0297], [0.0511, 0.2387, -0.0138], [0.0590, -0.0338, 0.0062], [0.0677, -0.0298, -0.0418], [0.0488, 0.0069, -0.3282], [-0.3057, -0.2285, 0.4995], [-0.0850, -0.0294, 0.0510], [-0.0422, -0.0396, 0.0573], [0.2451, 0.0268, 0.0751], [-0.0396, 0.0497, -0.0059], [-0.0112, 0.0083, -0.0666], [0.0019, 0.0182, 0.0192], [-0.0337, -0.0106, -0.0276], [-0.0090, -0.0328, -0.0040], [0.0068, 0.0668, 0.0605], [0.0025, 0.0100, 0.0136], [0.0222, -0.0155, -0.0172], [0.0037, 0.0049, -0.0355], [0.1246, 0.0839, -0.0800], [0.0039, 0.0088, 0.0214], [-0.0118, -0.0294, 0.0059], [0.0340, -0.0088, 0.0494], [0.0882, -0.0997, -0.0123], [-0.0014, 0.0142, 0.0170], [0.0040, 0.0055, -0.0309], [0.0069, 0.0497, 0.0060], [-0.0039, 0.0117, -0.0159], [-0.0302, 0.0711, -0.0067], [-0.0296, -0.0232, -0.0252], [-0.0291, 0.0424, -0.1087], [-0.0057, 0.0020, 0.0285], [0.0526, 0.0209, 0.0385], [0.0269, -0.0282, -0.0191], [-0.0319, 0.0096, -0.0201], [0.1074, -0.0522, -0.0200], [-0.1359, 0.0144, -0.0229], [-0.0407, 0.0539, 0.1028], [-0.0828, -0.0261, -0.0688], [-0.0585, -0.0694, -0.0629], [-0.0310, -0.1034, 0.1164], [-0.0866, 0.0753, -0.1594], [0.0285, 0.0223, -0.0301], [0.1410, -0.0429, -0.0361], [0.0523, -0.0287, -0.0129], [0.0489, -0.0367, -0.0347], [0.0979, 0.0602, 0.1008], [-0.0316, 0.0330, 0.0343], [-0.0209, -0.0089, -0.0662]], "mulliken_charge": [-0.801, -1.517, 0.787, -1.334, 0.852, -1.313, 0.721, -0.220, 0.259, 0.839, -0.045, 0.631, -1.490, -1.079, 0.739, -1.375, 0.771, -0.330, 0.809, -1.538, -1.163, 0.781, -1.383, 0.376, 0.275, 0.275, 0.456, 0.368, 0.247, 0.258, -0.204, 0.256, 0.290, 0.401, 0.491, 0.373, 0.220, 0.246, 0.283, 0.396, 0.268, 0.481, 0.370, 0.251, 0.219, -0.486, 0.680, -0.562, 0.895, -0.721, 0.271, 0.384, -0.128, -1.320, -0.751, 0.270, 0.476, 0.189, 0.440, 0.167]}


Record 3
{"formula": "C22H27Br2N3Si2Zr", "method": "wB97M-V/def2-TZVPD", "charge": 2, "gap_ev": 7.091, "e_tot_ha": -6792.37860, "de_lowest_ev": 0.0000, "elements": ["Zr", "C", "Si", "C", "C", "C", "C", "C", "C", "C", "Si", "C", "C", "H", "H", "H", "H", "H", "H", "H", "H", "H", "H", "H", "H", "H", "H", "H", "H", "Br", "C", "Br", "H", "H", "C", "C", "N", "C", "C", "C", "C", "C", "C", "C", "C", "N", "C", "N", "H", "H", "H", "H", "H", "H", "H", "H", "H"], "positions_angstrom": [[-0.25409, 0.19041, 0.22692], [2.73139, -0.02391, 0.15413], [2.13716, 1.10306, -1.24778], [2.17121, 0.17045, -2.85450], [2.97494, 2.73901, -1.15096], [4.32584, 3.06924, -1.12331], [4.68940, 4.40128, -0.98162], [3.71947, 5.39458, -0.87323], [2.36841, 5.07422, -0.90734], [1.99129, 3.74190, -1.04271], [0.31488, 2.98271, -1.23761], [-0.33999, 3.12933, -2.96235], [-0.94297, 3.52127, 0.03662], [3.55108, -0.60618, -0.28186], [2.09972, -0.76361, 0.66116], [3.14421, 0.60176, 0.94551], [3.20982, -0.01635, -3.14129], [1.70407, 0.72810, -3.66590], [1.67207, -0.79943, -2.78066], [5.09139, 2.30721, -1.20620], [5.73615, 4.67225, -0.95238], [4.02277, 6.42694, -0.76253], [1.62700, 5.86032, -0.82982], [-0.39842, 4.20135, -3.17817], [-1.33705, 2.71501, -3.09754], [0.33347, 2.69659, -3.70205], [-0.80586, 4.60984, 0.06361], [-0.77765, 3.19107, 1.06152], [-1.97698, 3.34871, -0.25947], [-2.39150, 0.62921, -1.34387], [-2.38931, 0.54631, 0.64038], [0.43875, 1.00797, 2.44252], [-3.05298, -0.25802, 0.94730], [-2.72913, 1.50934, 1.01099], [0.83181, -4.12454, -0.78232], [0.97270, -2.76198, -0.69977], [-0.08015, -1.95516, -0.41933], [-1.27255, -2.53215, -0.20022], [-1.48717, -3.89718, -0.17124], [-0.40592, -4.70275, -0.51012], [-2.80259, -4.46420, 0.17002], [-3.53698, -4.22022, 1.25502], [-3.24451, -3.40108, 2.44919], [-4.00172, -3.62446, 3.59110], [-3.69123, -2.89186, 4.72513], [-2.70106, -2.00406, 4.73707], [-2.04061, -1.85587, 3.59975], [-2.25813, -2.48886, 2.44924], [1.68639, -4.73455, -1.03687], [1.92696, -2.28935, -0.87156], [-2.11621, -1.88348, -0.02041], [-0.52131, -5.77899, -0.54361], [-3.17821, -5.20787, -0.52456], [-4.46283, -4.77772, 1.33852], [-4.79954, -4.35356, 3.60056], [-4.24664, -3.01564, 5.64675], [-1.22909, -1.13641, 3.61011]], "atomic_forces_ev_per_a": [[0.1033, 0.2078, -0.3197], [-0.0257, -0.0286, 0.1484], [0.1253, -0.0498, -0.0184], [-0.1610, -0.0939, -0.0556], [-0.2267, 0.1642, 0.0196], [0.0725, 0.0518, -0.0146], [-0.0199, -0.0552, -0.0042], [-0.0877, -0.0292, -0.0009], [0.0538, 0.0585, -0.0034], [0.1563, -0.1928, 0.0059], [-0.0235, 0.1101, 0.1257], [-0.0239, -0.0613, -0.0970], [-0.0796, -0.0267, 0.0759], [-0.0256, -0.0119, -0.0338], [0.0283, -0.0251, -0.0106], [-0.0413, 0.0161, -0.0115], [0.0260, 0.0133, 0.0447], [0.0130, 0.0044, 0.0012], [-0.0084, 0.0169, -0.0597], [0.0210, 0.0192, 0.0058], [0.0037, 0.0013, -0.0045], [0.0053, 0.0029, 0.0009], [0.0198, 0.0234, 0.0099], [0.0119, 0.0138, 0.0153], [0.0039, -0.0084, -0.0227], [-0.0053, 0.0135, -0.0072], [0.0567, 0.0067, -0.0222], [-0.0215, -0.0016, 0.0053], [0.0339, -0.0380, -0.0145], [-0.0564, 0.0096, -0.0440], [0.0001, -0.0063, 0.0230], [0.0263, -0.1144, 0.0529], [-0.0014, 0.0054, 0.0030], [0.0146, 0.0020, -0.0347], [-0.0350, -0.0160, 0.0041], [-0.0068, -0.0044, -0.0345], [0.1783, 0.0230, 0.1739], [-0.2558, 0.0472, 0.1895], [0.1696, -0.1337, -0.0964], [0.0277, 0.0454, 0.0011], [-0.0178, -0.0370, -0.0634], [-0.0447, 0.0196, 0.0859], [-0.0041, 0.0066, -0.0033], [-0.0222, -0.0455, 0.0040], [0.0510, 0.0651, -0.0102], [-0.0235, -0.0128, 0.0009], [-0.0036, -0.0391, -0.0103], [0.0135, 0.0303, 0.0106], [0.0057, 0.0015, 0.0017], [-0.0015, 0.0208, 0.0027], [0.0130, 0.0193, 0.0231], [0.0014, -0.0038, 0.0020], [0.0094, 0.0128, -0.0170], [-0.0040, 0.0011, -0.0257], [-0.0061, 0.0002, -0.0050], [-0.0045, -0.0155, 0.0040], [-0.0075, 0.0170, 0.0040]], "mulliken_charge": [0.447, -1.527, 1.057, -1.011, 0.102, -0.760, -0.614, -0.623, -0.847, 0.639, 0.538, -1.110, -1.029, 0.505, 0.612, 0.407, 0.396, 0.338, 0.308, 0.452, 0.444, 0.429, 0.446, 0.388, 0.387, 0.322, 0.486, 0.385, 0.382, 0.014, -0.967, -0.332, 0.424, 0.455, -1.190, -0.042, 0.196, 0.249, 0.050, -0.356, -0.966, -0.726, 1.089, -0.804, -0.223, -0.539, -0.005, -0.118, 0.459, 0.450, 0.477, 0.565, 0.463, 0.352, 0.407, 0.429, 0.240]}